[1]
A single C4H10O2Si molecule at a distorted geometry. Source: OMol25; level of theory: ωB97M-V with the def2-TZVPD basis set.

Output
SMILES: O[Si]1(O)CCCC1
Energy relative to the best compared isomer or geometry (same formula, charge and spin): 8.5 kJ/mol
Kohn-Sham gap: 10.26 eV
Energy: -598.45261 hartree

Structure (XYZ):
```
17
Properties=species:S:1:pos:R:3:forces:R:3:nbo_charge:R:1
O -2.451 0.593 -1.196 -1.578 -0.551 -1.344 -1.107
Si -1.465 -0.003 -0.056 1.027 0.516 1.130 2.054
O -2.407 -0.519 1.215 -1.072 -0.253 -2.533 -1.080
C -0.275 1.350 0.655 2.065 -3.767 1.012 -0.894
C 1.221 0.589 0.269 -1.873 2.773 -0.999 -0.394
C 1.130 -0.882 0.213 -1.354 -1.952 -1.375 -0.418
C -0.184 -1.275 -0.635 0.215 1.307 3.398 -0.902
H -3.160 0.072 -1.665 1.390 0.835 0.986 0.518
H -1.950 -0.544 2.011 1.100 -0.104 2.296 0.485
H -0.180 1.448 1.802 -0.702 -0.279 -1.735 0.223
H -0.416 2.307 0.264 0.120 1.515 -0.819 0.231
H 1.841 0.940 1.023 1.469 0.471 1.386 0.204
H 1.668 0.984 -0.683 -0.776 -0.260 0.655 0.203
H 1.895 -1.319 -0.401 0.895 0.177 -0.281 0.213
H 1.262 -1.475 1.125 -0.650 0.598 0.351 0.204
H 0.108 -1.335 -1.615 0.413 0.461 -2.646 0.228
H -0.438 -2.263 -0.390 -0.689 -1.487 0.520 0.232
```
Positions in Å, forces in eV/Å.

=====

[2]
2 unconnected molecules or ions with the total composition C4H10O3. Source: OMol25; level of theory: ωB97M-V with the def2-TZVPD basis set.

Output
Net charge: -2
Energy relative to the best compared isomer or geometry (same formula, charge and spin): 60.8 kJ/mol
Kohn-Sham gap: 6.61 eV
Energy: -384.00851 hartree

Structure (XYZ):
```
17
Properties=species:S:1:pos:R:3:forces:R:3:nbo_charge:R:1
C -0.968 0.252 0.006 -0.011 -0.474 -0.077 -0.428
C -1.300 -1.147 -0.583 0.109 0.601 0.265 -0.430
C -0.984 -2.336 0.371 -0.065 0.228 0.048 0.009
O -1.401 -3.525 -0.069 0.043 -0.194 -0.087 -0.965
C 0.303 0.845 -0.559 -0.008 0.163 -0.466 -0.050
O 0.417 2.219 -0.180 -0.009 -0.158 0.081 -0.752
H -1.776 0.980 -0.121 0.011 -0.073 -0.131 0.182
H -0.829 0.129 1.077 -0.022 0.099 0.340 0.194
H -0.723 -1.267 -1.511 -0.308 -0.212 -0.033 0.170
H -2.372 -1.211 -0.794 0.071 -0.068 -0.247 0.180
H -1.429 -2.020 1.359 -0.146 0.017 0.048 0.046
H 0.117 -2.254 0.585 0.175 -0.064 -0.070 0.057
H 0.288 0.782 -1.660 -0.079 -0.008 0.092 0.130
H 1.158 0.247 -0.234 0.113 0.111 0.154 0.166
H 1.345 2.476 -0.144 0.083 -0.008 0.126 0.487
H 3.851 2.506 1.103 0.076 0.046 0.081 0.382
O 4.302 3.323 1.355 -0.037 -0.007 -0.124 -1.378
```
Positions in Å, forces in eV/Å.

=====

[3]
2 unconnected molecules or ions with the total composition C4H10O3 at a distorted geometry. Source: OMol25; level of theory: ωB97M-V with the def2-TZVPD basis set.

Output
SMILES: CCOC(C)=O.O
Energy relative to the best compared isomer or geometry (same formula, charge and spin): 76.2 kJ/mol
Kohn-Sham gap: 11.00 eV
Energy: -384.12062 hartree

Structure (XYZ):
```
17
Properties=species:S:1:pos:R:3:forces:R:3:nbo_charge:R:1
C 1.395 1.310 0.513 0.226 -0.278 0.193 -0.623
C 1.595 -0.233 0.624 0.183 2.112 1.674 -0.086
O 0.376 -0.771 0.148 -0.561 -1.242 -0.285 -0.524
C -0.625 -1.123 1.011 -1.201 0.289 1.004 0.806
C -1.971 -1.316 0.265 0.996 -0.104 -0.828 -0.717
O -0.556 -1.179 2.225 0.702 0.120 -1.518 -0.595
H 2.270 1.867 0.888 -0.294 -0.256 -0.114 0.210
H 0.533 1.528 1.165 0.339 0.185 -0.311 0.214
H 1.164 1.664 -0.506 0.118 -0.359 0.350 0.204
H 2.536 -0.579 0.154 -1.051 -0.283 -0.309 0.194
H 1.680 -0.406 1.714 0.028 -0.356 -0.541 0.203
H -1.721 -1.299 -0.810 -0.432 0.031 0.362 0.232
H -2.668 -0.487 0.476 0.503 -0.288 0.090 0.244
H -2.478 -2.269 0.493 0.465 0.436 0.213 0.236
O -0.892 0.999 -2.715 1.155 0.322 -0.225 -0.941
H -0.499 1.900 -2.737 -0.401 -0.987 0.003 0.470
H -0.139 0.395 -2.906 -0.774 0.658 0.243 0.472
```
Positions in Å, forces in eV/Å.

=====

[4]
2 unconnected molecules or ions with the total composition C4H10O3. Source: OMol25; level of theory: ωB97M-V with the def2-TZVPD basis set.

Output
SMILES: C[C@@H](O)CC=O.O
Energy relative to the best compared isomer or geometry (same formula, charge and spin): 114.2 kJ/mol
Kohn-Sham gap: 10.22 eV
Energy: -384.10611 hartree

Structure (XYZ):
```
17
Properties=species:S:1:pos:R:3:forces:R:3:nbo_charge:R:1
C 1.587 2.425 0.212 -0.309 -0.042 -0.200 -0.620
C 0.478 1.392 0.277 0.145 0.095 0.097 0.109
O -0.171 1.328 -0.994 0.001 -0.113 -0.287 -0.740
C 1.020 0.009 0.631 -0.373 -0.591 -0.160 -0.533
C -0.130 -0.952 0.844 -0.156 0.004 -0.018 0.445
O -0.771 -0.989 1.863 0.048 0.046 0.010 -0.525
H 2.246 2.232 -0.628 0.103 -0.153 -0.140 0.215
H 2.169 2.439 1.118 0.224 -0.061 0.391 0.211
H 1.160 3.408 0.074 -0.127 0.335 -0.081 0.214
H -0.259 1.686 1.031 0.121 -0.053 0.097 0.176
H -1.115 1.474 -0.903 0.016 0.039 0.130 0.477
H 1.636 -0.387 -0.180 0.104 0.273 -0.028 0.218
H 1.598 0.032 1.550 0.098 0.159 0.153 0.232
H -0.406 -1.617 0.001 0.083 0.020 0.057 0.119
O -1.650 -2.960 -1.968 -0.197 0.275 -0.176 -0.941
H -2.513 -3.191 -2.343 0.335 0.136 0.142 0.473
H -1.509 -2.029 -2.199 -0.114 -0.369 0.013 0.470
```
Positions in Å, forces in eV/Å.

=====

[5]
2 unconnected molecules or ions with the total composition C4H10O3 at a distorted geometry. Source: OMol25; level of theory: ωB97M-V with the def2-TZVPD basis set.

Output
SMILES: O=CCCCO.O
Energy relative to the best compared isomer or geometry (same formula, charge and spin): 233.9 kJ/mol
Kohn-Sham gap: 10.33 eV
Energy: -384.06054 hartree

Structure (XYZ):
```
17
Properties=species:S:1:pos:R:3:forces:R:3:nbo_charge:R:1
O 0.011 -1.816 -1.139 -0.755 0.982 -0.385 -0.521
C 0.113 -0.609 -1.295 2.255 -2.511 -0.235 0.428
C 0.920 0.180 -0.289 -1.336 -1.884 -0.123 -0.501
C 0.365 -0.318 1.016 1.130 0.953 2.752 -0.435
C 1.187 0.050 2.300 0.944 2.336 -1.570 -0.054
O 0.454 0.084 3.458 1.674 1.731 1.678 -0.698
H -0.118 -0.201 -2.262 -0.725 0.732 -0.597 0.135
H 1.970 0.016 -0.442 0.545 -0.273 -0.145 0.236
H 0.692 1.183 -0.453 -0.087 1.968 0.097 0.210
H 0.084 -1.339 1.126 0.687 -1.288 -0.727 0.227
H -0.616 0.089 1.085 -0.853 1.118 0.491 0.199
H 1.520 1.102 2.306 0.059 -0.015 -1.058 0.160
H 2.159 -0.442 2.423 -0.355 -0.908 -0.251 0.158
H -0.214 -0.510 3.393 -3.203 -2.929 0.050 0.455
O -2.411 1.767 -3.699 0.400 1.349 0.610 -0.947
H -2.265 2.659 -3.272 -0.481 -1.648 -0.637 0.474
H -3.156 1.348 -3.253 0.101 0.288 0.051 0.474
```
Positions in Å, forces in eV/Å.

=====

[6]
2 unconnected molecules or ions with the total composition C4H10O3S2 at a distorted geometry. Source: OMol25; level of theory: ωB97M-V with the def2-TZVPD basis set.

Output
Energy relative to the best compared isomer or geometry (same formula, charge and spin): 333.5 kJ/mol
Kohn-Sham gap: 8.44 eV
Energy: -1180.40688 hartree

Structure (XYZ):
```
19
Properties=species:S:1:pos:R:3:forces:R:3:nbo_charge:R:1
C 1.101 2.623 -0.229 -0.908 3.582 -1.577 -0.624
C -2.735 -1.102 0.936 -0.464 3.105 -0.885 -0.734
C 0.912 1.393 -1.058 1.578 -0.710 1.697 -0.084
C -2.167 -2.357 0.537 0.390 -1.834 -2.727 -0.211
O 3.008 0.082 1.056 -1.600 -0.648 -0.907 -0.915
O 2.364 -1.675 -0.479 -0.378 0.675 -0.217 -0.895
O 0.668 0.354 -0.050 0.052 -1.503 -0.071 -0.757
S -2.214 -2.812 -1.060 0.245 0.090 1.493 -0.029
S 1.787 -0.650 0.687 0.500 0.848 0.204 1.729
H 0.249 3.003 0.416 0.907 -0.851 -0.783 0.218
H 1.971 2.384 0.330 0.557 0.252 1.000 0.231
H 1.403 3.537 -0.926 -0.631 -1.800 1.310 0.207
H -1.885 -0.347 0.781 -0.714 -0.786 1.335 0.279
H -3.315 -1.058 1.874 0.858 0.115 -0.148 0.240
H -3.362 -0.646 0.116 0.106 -1.037 0.712 0.243
H 1.925 1.201 -1.363 0.317 -0.252 -1.084 0.190
H 0.227 1.316 -1.883 -0.546 0.032 0.059 0.203
H -1.609 -3.020 1.204 -0.303 0.393 0.219 0.207
H 1.672 -2.227 -0.891 0.034 0.328 0.370 0.502
```
Positions in Å, forces in eV/Å.

=====

[7]
2 unconnected molecules or ions with the total composition C4H10O5S at a distorted geometry. Source: OMol25; level of theory: ωB97M-V with the def2-TZVPD basis set.

Output
Energy relative to the best compared isomer or geometry (same formula, charge and spin): 0.0 kJ/mol
Kohn-Sham gap: 11.51 eV
Energy: -932.77316 hartree

Structure (XYZ):
```
20
Properties=species:S:1:pos:R:3:forces:R:3:nbo_charge:R:1
C -2.722 -0.213 -0.803 -0.341 0.932 -1.253 -0.615
C -1.861 -0.376 0.429 0.023 1.489 1.669 -0.430
C -0.375 -0.563 0.165 -0.919 0.109 1.940 -0.065
C 5.042 0.329 -0.682 2.537 -1.333 -1.710 0.686
O 2.301 0.663 0.738 -0.625 -0.380 0.673 -0.989
O 2.239 -1.560 -0.126 1.313 -0.114 -0.349 -0.945
O 4.654 -0.832 -0.839 -0.812 0.138 0.639 -0.674
O 4.414 1.365 -0.333 -1.557 -0.298 1.426 -0.639
O 0.398 -0.896 1.384 0.677 0.422 -0.737 -0.695
S 2.011 -0.730 1.196 -0.535 0.045 0.035 1.777
H -2.377 -0.847 -1.595 0.084 -0.665 -0.519 0.204
H -3.784 -0.398 -0.675 -0.031 -0.471 0.509 0.224
H -2.771 0.800 -1.300 0.725 -0.653 0.955 0.213
H -2.089 -1.204 1.076 -0.729 -0.839 -0.186 0.216
H -2.127 0.471 1.104 0.819 -0.205 -0.380 0.210
H -0.264 -1.377 -0.452 0.205 -1.967 -1.583 0.184
H 0.127 0.229 -0.254 0.739 2.173 -1.151 0.192
H 6.103 0.502 -0.937 -0.179 0.209 0.049 0.111
H 3.253 -1.345 -0.489 -1.429 -0.004 0.587 0.531
H 3.556 0.951 0.159 0.036 1.412 -0.613 0.504
```
Positions in Å, forces in eV/Å.

=====

[8]
A molecular structure, C4H10O5S3. Source: OMol25; level of theory: ωB97M-V with the def2-TZVPD basis set.

Output
Kohn-Sham gap: 10.17 eV
Energy: -1729.12756 hartree

Structure (XYZ):
```
22
Properties=species:S:1:pos:R:3:forces:R:3:nbo_charge:R:1
O 0.668 3.003 3.582 -0.084 0.000 0.024 -0.876
S -0.047 2.588 2.437 0.006 0.236 0.146 2.554
O 0.276 3.075 1.142 0.000 -0.091 0.037 -0.904
O -0.118 1.000 2.429 -0.058 -0.141 -0.217 -0.693
C -1.379 0.569 1.875 0.119 0.090 0.063 -0.069
S -1.188 -0.190 0.240 -0.101 0.091 -0.038 -0.022
C -2.250 1.856 1.779 -0.173 -0.472 -0.270 -0.111
S -3.965 1.576 2.205 0.039 -0.134 0.132 0.038
O -1.619 2.776 2.678 0.151 0.188 -0.079 -0.683
H -1.777 -0.150 2.587 -0.038 0.077 0.044 0.215
H 0.051 -0.642 0.444 0.023 -0.072 0.071 0.176
H -2.213 2.228 0.755 0.141 0.167 0.105 0.232
H -4.465 2.271 1.181 -0.044 0.081 0.005 0.140
C 2.654 -2.198 -3.238 -0.018 0.070 0.015 -0.635
C 1.824 -2.514 -2.011 -0.053 0.024 -0.050 -0.060
O 0.900 -1.471 -1.701 0.049 -0.072 -0.003 -0.733
H 3.199 -1.264 -3.099 0.014 -0.011 0.009 0.216
H 3.371 -2.995 -3.437 -0.004 -0.012 -0.002 0.216
H 2.017 -2.089 -4.119 0.006 -0.034 -0.010 0.199
H 2.460 -2.611 -1.132 -0.004 -0.007 0.016 0.178
H 1.288 -3.460 -2.142 0.028 -0.021 0.022 0.158
H 0.313 -1.359 -2.455 0.000 0.041 -0.020 0.466
```
Positions in Å, forces in eV/Å.

=====

| no. | LUMO energy (eV) | E_HOMO (eV) |
| --- | --- | --- |
| 1 | 0.70 | -9.6 |
| 2 | 6.29 | -0.3 |
| 3 | 0.64 | -10.4 |
| 4 | 0.54 | -9.7 |
| 5 | 0.49 | -9.8 |
| 6 | -0.42 | -8.9 |
| 7 | 0.85 | -10.7 |
| 8 | 0.42 | -9.8 |